1.
Below is C9H33N12O8Tl as an isolated structure, with properties calculated with ωB97M-V with the def2-TZVPD basis set.

The geometry in XYZ format:
```
63
Properties=species:S:1:pos:R:3:forces:R:3:mulliken_charge:R:1
Tl -4.66156 0.51032 -0.55210 0.3 -0.4 0.4 0.93
O 2.18557 1.97869 -4.75833 0.2 0.3 0.3 -0.52
O 0.34172 -3.71307 -2.43332 0.0 0.1 0.3 -0.55
O -0.74756 4.67739 2.82044 0.0 0.1 -0.1 -0.61
O -3.26452 -1.88971 -0.19887 -0.2 0.4 -0.6 -0.44
O -3.14763 -0.18538 2.23702 0.4 0.5 -0.3 -0.53
O -1.83138 1.41965 -0.59348 0.1 -0.1 -0.1 -0.59
O 2.96274 2.18532 0.02317 -0.5 -0.1 -0.5 -0.67
O 3.31823 -1.38223 -1.74173 -0.2 0.5 0.2 -0.80
N 2.30471 -0.77019 0.23436 -0.5 -0.1 -0.6 -0.11
N -1.28338 -0.43562 3.50667 0.5 0.3 0.5 -0.26
N 2.22565 1.24579 -2.59196 -0.8 0.6 0.6 0.17
N -3.20563 0.46971 4.39224 0.8 0.2 0.0 -0.44
N -3.56702 -3.93149 0.76410 -0.2 0.3 -0.3 -0.48
N 1.79390 2.75066 1.89195 1.1 0.2 -0.9 -0.28
N -1.45447 -3.14506 0.47061 -1.0 -0.4 -0.4 -0.27
N 2.29909 -0.26720 -4.28469 -0.1 1.0 1.6 -0.17
N -0.96201 4.51298 0.55222 0.0 0.0 -0.1 -0.28
N 2.73305 -2.95651 -0.23271 0.4 0.1 -0.2 -0.31
N 3.90662 3.56767 1.54999 0.5 0.5 -0.3 -0.44
N -1.11622 2.64095 1.91587 -0.1 0.7 -0.1 -0.14
C -1.34952 -2.03958 -2.95317 0.5 0.0 0.2 -1.04
C 2.24756 1.08225 -3.95301 -0.5 -0.8 -1.3 0.45
C -0.93453 4.03321 1.81087 0.2 0.1 0.3 0.64
C -2.56162 -0.01939 3.31619 -1.0 -1.1 -0.6 0.52
C 2.87208 2.85828 1.05554 0.3 -0.8 1.3 0.61
C 0.13144 -2.32483 -2.66253 -0.7 -1.3 -0.6 0.66
C -2.81270 -2.92427 0.27026 0.4 -0.1 1.0 0.57
C -0.80655 0.59954 -0.69085 0.3 1.1 -0.7 0.60
C 2.84569 -1.67757 -0.64848 -0.4 -0.3 0.1 0.53
H 2.12581 -3.20244 0.52377 0.2 -0.3 0.1 0.15
H -1.30890 -3.75075 1.26157 0.8 0.2 0.0 0.27
H 0.17536 1.08492 -0.77431 0.1 0.1 0.3 0.42
H 1.75922 3.31146 2.72359 -0.5 -0.1 0.1 0.21
H -0.94982 5.50782 0.40873 0.1 0.0 -0.1 0.22
H 2.26864 2.17426 -2.18989 0.2 0.0 0.0 0.22
H 4.77634 3.58455 1.04414 -0.2 -0.1 -0.2 0.25
H 0.73480 -2.16350 -3.55157 0.2 0.6 0.3 0.36
H -0.92386 -0.15415 -1.50461 -0.4 -0.4 0.2 -0.20
H 1.04232 2.18556 1.55388 -0.4 0.2 0.4 0.17
H 3.83548 4.24678 2.28759 -0.3 -0.1 0.1 0.18
H -1.11378 3.88498 -0.21647 -0.1 0.2 -0.2 0.14
H 2.33177 -0.58192 -5.24073 0.3 0.1 0.0 0.23
H -0.74608 -0.82199 2.75665 -0.3 0.0 -0.2 0.11
H 2.33523 0.47014 -1.95494 0.7 -0.2 -0.2 -0.01
H -4.20005 0.58369 4.32836 0.0 0.1 0.2 0.23
H -3.18650 -4.85181 0.89794 -0.1 0.0 0.0 0.19
H -1.80216 -1.96056 -1.96416 -0.7 0.0 -0.3 0.02
H -1.49820 -1.13270 -3.54487 0.1 0.2 0.2 0.35
H 2.36816 0.21859 0.01982 0.5 0.2 0.5 -0.08
H -1.45029 2.25819 1.03577 -0.5 -0.5 0.2 0.05
H -0.82989 -0.03043 0.24196 0.1 -0.5 0.1 -0.14
H 0.41235 -1.77823 -1.75246 0.5 0.4 -0.3 -0.31
H -1.81370 -2.83412 -3.53555 0.1 -0.2 0.2 0.39
H -0.88911 -0.52941 4.42720 0.0 0.1 0.0 0.20
H -2.68318 0.59373 5.24108 -0.5 0.1 0.3 0.17
H 3.18654 -3.64916 -0.80390 -0.2 -0.2 0.1 0.25
H -0.17740 -4.00053 -1.67169 0.0 0.0 0.0 0.35
H -0.81740 -2.41065 0.22674 0.1 0.1 0.2 -0.08
H -4.56416 -3.80931 0.74969 0.0 -0.2 -0.1 0.25
H -1.68336 2.53925 2.74960 -0.1 -0.7 -0.1 0.18
H 2.64521 -0.77566 -3.47117 0.3 -1.0 -0.8 0.27
H 2.17886 -1.07698 1.18195 0.2 0.4 0.2 0.23
```
Forces are in eV/Å.

Computed properties:
HOMO-LUMO gap (eV): 2.9
LUMO level (eV): -11.885
Total charge: +2
Spin multiplicity: 1

***

2.
Below is AlH2O as an isolated structure, with properties calculated with ωB97M-V with the def2-TZVPD basis set.

The geometry in XYZ format:
```
4
Properties=species:S:1:pos:R:3:forces:R:3:lowdin_spin:R:1
Al 0.31273 8.25490 12.48526 -0.1 -0.2 0.1 0.41
O 2.13200 5.97223 12.75885 0.0 2.0 0.1 0.58
H 2.39521 5.67687 11.88724 0.3 -0.5 -1.5 0.00
H 2.34414 5.23807 13.33525 -0.2 -1.3 1.3 0.01
```
Forces are in eV/Å.

Computed properties:
HOMO-LUMO gap (spin up / spin down) (eV): 12.1 / 5.3
LUMO level (spin up / spin down) (eV): -11.562 / -17.400
Total charge: +2
Spin multiplicity: 2

***

3.
Below is C32H23I2IrN3O4PS2 as an isolated structure, with properties calculated with ωB97M-V with the def2-TZVPD basis set.

The geometry in XYZ format:
```
68
Properties=species:S:1:pos:R:3:forces:R:3:lowdin_spin:R:1
Ir 0.08744 -0.02188 -0.28775 -0.9 -1.1 -1.6 0.95
I -1.79275 0.76482 1.52705 -0.2 1.2 0.0 0.21
I -2.06530 3.46449 1.21073 0.0 -0.5 0.1 0.04
S -2.33404 -0.23215 -2.01392 1.0 -0.4 1.4 -0.39
S -1.75009 1.94180 -4.07918 0.2 -0.3 0.6 0.00
P 0.42589 -2.42580 -0.95661 -0.1 0.4 -1.1 -0.01
O 1.31876 1.67781 0.70705 -1.3 -0.9 -0.4 0.14
O -1.16075 -1.55819 1.08372 0.2 1.2 -1.3 0.01
O 2.33248 -0.60910 0.19434 -1.4 -0.4 -0.4 0.09
O -0.36490 -1.75601 3.14860 0.0 -0.2 0.0 0.00
N -0.26004 1.36253 -2.03831 -0.7 -2.3 1.3 -0.01
N 2.52174 1.47441 1.01366 0.9 0.0 0.2 0.03
N 3.02114 0.33406 0.75838 -1.4 1.3 0.0 0.00
C 2.52482 -1.66005 -2.54978 -0.1 0.1 0.1 0.00
C 0.23376 3.89996 -4.56144 0.0 0.0 0.1 0.00
C -0.09204 -3.54987 1.58229 0.0 0.0 0.1 0.00
C -0.53761 -2.18502 2.03256 1.0 -0.7 1.2 0.00
C 7.05860 -0.22534 1.57388 0.0 0.0 0.0 0.00
C 5.01289 0.98009 1.95473 -0.1 -0.2 -0.1 0.00
C 0.35292 2.41755 -2.63204 0.8 1.3 -1.0 0.00
C -2.43565 -3.59013 -4.34418 0.0 0.0 0.0 0.00
C -2.73510 -3.93199 -3.03368 -0.1 0.0 -0.1 0.00
C -1.26856 -2.89951 -4.63385 -0.1 0.1 -0.1 0.00
C 1.40883 4.48514 -4.13081 0.0 0.0 0.1 0.00
C -0.11515 -4.61400 2.47463 0.1 0.1 -0.1 0.00
C -1.87810 -3.57592 -2.01090 0.3 0.1 0.1 0.00
C 2.04011 4.06886 -2.95413 -0.1 0.1 -0.3 0.00
C 4.54906 -2.87411 -2.94770 0.0 0.0 0.0 0.00
C 5.07200 -0.89206 0.40731 -0.4 0.2 0.0 0.00
C -0.68641 -2.91215 -2.30203 0.0 0.1 0.0 0.00
C 1.52003 3.04729 -2.19640 -0.3 -0.3 0.0 0.00
C 3.73929 -1.77460 -3.19662 0.0 0.0 -0.1 0.00
C -1.38264 1.00455 -2.64644 0.6 0.9 -0.4 -0.04
C 4.38139 0.13084 1.04812 1.4 -0.2 0.3 0.00
C 0.20573 -3.77437 0.23787 0.0 0.4 0.5 0.00
C 2.09329 -2.64730 -1.66252 -0.1 0.5 0.2 0.00
C 0.38211 -5.07909 -0.22148 -0.1 0.2 -0.2 0.00
C 0.31083 -6.13802 0.66551 0.0 0.0 0.0 0.00
C 6.41658 -1.06699 0.67971 0.0 0.1 0.1 0.00
C 0.09821 -5.90274 2.01638 0.0 0.0 -0.1 0.00
C -0.30147 2.86825 -3.80559 0.4 -0.3 0.8 0.00
C -0.39274 -2.56601 -3.62009 0.2 -0.1 0.2 0.00
C 4.15950 -3.81834 -2.01118 0.1 0.0 -0.1 0.00
C 2.94368 -3.70372 -1.35460 -0.2 -0.1 0.1 0.00
C 6.35916 0.79557 2.20492 0.0 -0.1 -0.1 0.00
H 4.56256 -1.52795 -0.29998 -0.1 0.0 0.0 0.00
H -1.03771 -2.60928 -5.64928 0.0 -0.1 -0.1 0.00
H -0.25525 4.22810 -5.46322 -0.1 0.1 -0.1 0.00
H 1.97182 2.73623 -1.26897 0.1 0.0 0.0 0.00
H 5.48492 -2.98773 -3.47502 0.1 0.0 0.0 0.00
H 6.86729 1.44567 2.89870 0.0 0.1 0.1 0.00
H 0.42163 -7.14663 0.29404 0.0 0.0 0.0 0.00
H 1.83916 5.28539 -4.71041 0.1 0.1 -0.1 0.00
H -2.12706 -3.81819 -0.98790 0.0 0.0 0.1 0.00
H 6.95931 -1.85661 0.18188 0.0 -0.1 0.0 0.00
H 2.66578 -4.44536 -0.61822 0.1 0.1 0.0 0.00
H 0.07373 -6.73239 2.70481 0.0 -0.1 0.1 0.00
H -0.32287 -4.42068 3.51593 0.0 0.1 0.1 0.00
H 4.80868 -4.65220 -1.78545 0.0 -0.1 0.0 0.00
H 0.54525 -5.25900 -1.27783 0.0 -0.1 0.1 0.00
H 4.44839 1.75314 2.45238 0.0 0.0 0.0 0.00
H 4.05303 -1.00470 -3.88567 0.0 0.0 -0.1 0.00
H -3.64075 -4.47457 -2.80919 -0.1 0.0 0.0 0.00
H 2.95252 4.54864 -2.63811 0.1 0.1 0.0 0.00
H 1.90378 -0.78294 -2.70325 0.1 0.0 -0.1 0.00
H -3.11028 -3.86128 -5.14135 -0.1 0.0 -0.1 0.00
H 0.53393 -2.06272 -3.85492 -0.1 0.0 -0.1 0.00
H 8.10624 -0.36374 1.78742 0.1 0.0 0.0 0.00
```
Forces are in eV/Å.

Computed properties:
HOMO-LUMO gap (spin up / spin down) (eV): 5.2 / 5.9
LUMO level (spin up / spin down) (eV): -5.827 / -5.199
Total charge: +1
Spin multiplicity: 2

***

4.
Below is one molecule with the formula C6H6O2S, with properties calculated with ωB97M-V with the def2-TZVPD basis set.

The geometry in XYZ format:
```
15
Properties=species:S:1:pos:R:3:forces:R:3:mulliken_charge:R:1
S -2.39591 0.37316 -0.19117 0.8 0.3 0.9 0.58
O -2.91860 -0.91870 -0.59569 -0.4 -0.7 -0.2 -0.58
O -2.60599 0.45604 1.49464 1.0 0.4 -1.0 -0.49
C 2.17921 -0.09453 -0.19926 0.1 0.1 0.0 -0.42
C 1.61109 1.15585 -0.38692 0.0 0.0 0.0 -0.44
C 1.37680 -1.21370 -0.05060 -0.1 -0.1 0.0 -0.41
C -0.00183 -1.08336 -0.07793 -0.1 -0.2 0.0 -0.51
C 0.23241 1.29221 -0.40527 -0.2 0.0 0.0 -0.39
C -0.55919 0.16846 -0.24841 -0.8 0.3 0.6 0.48
H 1.82046 -2.18627 0.09870 0.0 -0.1 0.0 0.37
H -0.22936 2.25956 -0.52898 0.0 0.2 0.0 0.35
H -0.65154 -1.94120 0.02580 0.0 -0.1 0.0 0.41
H 2.23953 2.02444 -0.50921 0.1 0.1 0.0 0.36
H 3.25400 -0.19387 -0.16300 0.1 0.0 0.0 0.37
H -3.35108 -0.09810 1.73730 -0.3 -0.3 -0.2 0.32
```
Forces are in eV/Å.

Computed properties:
HOMO-LUMO gap (eV): 10.1
LUMO level (eV): 0.543
Spin multiplicity: 1

***

5.
Below is C7H22O5V2 as an isolated structure, with properties calculated with ωB97M-V with the def2-TZVPD basis set.

The geometry in XYZ format:
```
36
Properties=species:S:1:pos:R:3:forces:R:3:lowdin_spin:R:1
V 11.32605 18.75518 -23.38632 -0.8 2.1 2.3 2.98
V 9.81084 19.79771 -20.64394 0.8 2.2 -2.2 2.94
O 7.51375 20.45024 -23.84058 0.5 1.0 1.7 0.00
O 9.34796 18.96475 -22.51227 1.8 -1.2 -0.1 0.04
O 6.38143 15.25440 -22.16442 -0.4 -0.1 0.9 0.00
O 8.80336 21.73352 -21.66590 0.6 -0.5 0.8 0.01
O 11.75956 20.25042 -21.62869 -2.5 -2.1 -1.1 0.02
C 12.97910 20.74672 -21.07650 0.3 -0.2 0.0 0.00
C 6.49740 19.81494 -24.54738 0.4 -1.0 -2.0 0.00
C 7.15674 19.33375 -25.87548 -0.9 0.5 0.0 0.00
C 8.78355 23.19925 -21.73551 0.4 0.8 1.1 0.00
C 7.13543 15.48814 -23.31823 0.2 0.2 1.0 0.00
C 9.98878 23.77281 -21.01656 0.4 -0.8 -0.2 0.00
C 6.72002 14.51201 -24.35300 -0.2 0.5 -1.1 0.00
H 7.99810 18.65767 -25.72340 -0.3 -0.8 0.5 0.00
H 6.98856 16.54104 -23.55890 -0.1 0.3 -0.9 0.00
H 7.94122 23.60128 -21.17252 -0.5 -0.5 -0.4 0.00
H 13.14804 21.81202 -21.23368 -0.5 0.1 -0.2 0.00
H 6.71737 13.48525 -23.98712 0.2 0.2 0.0 0.00
H 12.96672 20.58327 -19.99889 0.4 -0.2 0.0 0.00
H 13.80129 20.24605 -21.58779 0.2 -0.1 0.5 0.00
H 6.09203 18.92073 -24.07390 0.1 -0.1 0.5 0.00
H 8.72999 23.55935 -22.76292 0.0 -0.6 -0.1 0.00
H 10.85898 23.13931 -21.18843 0.2 0.1 -0.3 0.00
H 7.38768 14.65417 -25.20278 0.1 -0.5 -0.2 0.00
H 8.77408 18.19938 -22.71076 0.2 0.2 0.4 0.00
H 10.21238 24.76628 -21.40528 0.0 0.0 0.3 0.00
H 8.19167 15.37476 -23.07413 0.6 -0.2 -0.1 0.00
H 7.68667 20.09265 -26.45112 -0.7 0.6 0.1 0.00
H 5.72605 14.76118 -24.72452 -0.1 -0.1 0.1 0.00
H 9.85257 23.76055 -19.93517 -0.2 0.4 0.0 0.00
H 5.64986 20.49403 -24.64006 0.3 0.1 -0.4 0.00
H 6.37281 18.88081 -26.48246 0.4 -0.2 -0.3 0.00
H 6.73824 15.80563 -21.46412 -0.3 -0.1 0.3 0.00
H 8.13005 19.79265 -23.50991 0.0 0.1 -0.2 0.00
H 8.09209 21.41787 -22.22809 -0.6 -0.3 -0.7 0.00
```
Forces are in eV/Å.

Computed properties:
HOMO-LUMO gap (spin up / spin down) (eV): 5.4 / 5.8
LUMO level (spin up / spin down) (eV): -9.800 / -9.442
Total charge: +2
Spin multiplicity: 7

***

| no. | electronic energy (Ha) |
| --- | --- |
| 1 | -1793.6625 |
| 2 | -317.9777 |
| 3 | -3535.5139 |
| 4 | -780.8703 |
| 5 | -2543.3636 |